[1]
Entry from the Open Molecules 2025 dataset: 2 unconnected molecules or ions with the total composition C7H19N2OP2 (ωB97M-V/def2-TZVPD).

Frontier orbital gap: 7.8 eV
Molar mass: 209.19 g/mol
HOMO: -0.437 Eh
Energy above the lowest of the compared OMol25 structures with the same formula, charge and spin: 45.5 kcal per mole
Energy: -31162.1928 eV

Structure (ORCA input):
```
! wB97M-V def2-TZVPD RIJCOSX def2/J DEFGRID3
* xyz 1 1
C 2.0783 2.2390 0.2695
C -0.6449 -1.5416 -0.8532
C -0.9815 0.8423 -1.0726
C -1.2541 -1.4444 0.5430
C -1.5066 0.9329 0.3370
C -1.9674 -2.6678 0.8766
C 1.2776 -0.2176 -1.2289
N 3.8520 -0.0581 -0.0607
N -0.0918 -0.2529 -1.2731
O -2.0660 -0.3038 0.6253
P -2.7033 2.4543 0.5806
P 2.3249 0.3574 0.2857
H 1.0633 2.5727 0.6647
H 2.0889 2.7602 -0.6983
H -0.0552 -2.4142 -1.0460
H -1.4585 -1.7898 -1.5123
H -1.8664 0.7564 -1.6812
H -0.5127 1.6629 -1.4893
H -0.4055 -1.2480 1.2443
H -0.5027 1.0631 0.8640
H -1.9613 -2.7625 1.9353
H -1.4012 -3.4898 0.4650
H -2.9515 -2.5724 0.3292
H 1.5913 -1.2687 -1.4306
H 1.7320 0.5782 -1.8813
H 4.1943 -0.9010 -0.4712
H 4.6599 0.3861 0.4292
H 2.8274 2.5874 1.0075
H -2.9799 2.1395 1.9106
H -3.9621 1.7604 0.2990
H 1.5826 -0.1602 2.0321
*
```

Löwdin atomic charge list, values in e, 8 entries: -0.211, -0.114, -0.214, -0.433, -0.588, -0.016, -0.288, -0.137



[2]
Entry from the Open Molecules 2025 dataset: a single C5H6N2 molecule (ωB97M-V/def2-TZVPD).

Frontier orbital gap: 7.5 eV
Molar mass: 94.12 g/mol
HOMO: -0.319 Eh
Energy above the lowest of the compared OMol25 structures with the same formula, charge and spin: 86.8 kcal per mole
Energy: -8258.5924 eV

Structure (ORCA input):
```
! wB97M-V def2-TZVPD RIJCOSX def2/J DEFGRID3
* xyz 0 1
C 0.1260 0.1955 -1.3959
C -0.0525 -0.0250 -0.0811
C -0.9978 -1.1399 0.0598
C -1.4668 -1.6527 -1.2858
C 0.5734 0.6587 1.0806
N -0.6101 -0.6554 -2.1867
N -1.3627 -1.6014 1.1827
H 0.7651 0.9211 -1.8720
H 1.1730 1.5047 0.7519
H -0.1954 1.0041 1.7700
H 1.2061 -0.0413 1.6265
H -0.6400 -0.6781 -3.1887
H -2.0141 -2.3833 1.1207
*
```

Löwdin atomic charge list, values in e, 8 entries: -0.118, -0.273, -0.414, 0.158, -0.060, -0.008, 0.202, 0.121



[3]
Entry from the Open Molecules 2025 dataset: a single C4H6N2OS molecule (ωB97M-V/def2-TZVPD).

Frontier orbital gap: 7.6 eV
Molar mass: 130.17 g/mol
HOMO: -0.305 Eh
SMILES: N/C=C(\C=O)C(N)=S
Energy above the lowest of the compared OMol25 structures with the same formula, charge and spin: 99.7 kcal per mole
Energy: -20105.0203 eV

Structure (ORCA input):
```
! wB97M-V def2-TZVPD RIJCOSX def2/J DEFGRID3
* xyz 0 1
N 1.3218 1.4661 -1.0109
C 0.9051 0.3221 -0.4362
C -0.3034 0.1157 0.3205
C -1.3056 1.1854 0.6510
O -1.2579 2.4446 0.0979
C -0.7472 -1.1802 0.4521
N 0.3129 -2.0501 0.7315
S -2.1847 -1.8124 -0.0056
H 0.6218 2.3671 -1.1267
H 1.9921 1.3699 -1.7927
H 1.2609 -0.6686 -1.0704
H -2.1031 0.9314 1.4304
H 0.1359 -2.9091 0.9801
H 1.3515 -1.5818 0.7791
*
```

Löwdin atomic charge list, values in e, 8 entries: 0.065, -0.122, -0.292, -0.095, -0.123, -0.923, 0.049, 0.661



[4]
Entry from the Open Molecules 2025 dataset: a molecular structure, C3H9O4S (ωB97M-V/def2-TZVPD).

Frontier orbital gap: 8.6 eV
Molar mass: 141.17 g/mol
HOMO: -0.533 Eh
Energy above the lowest of the compared OMol25 structures with the same formula, charge and spin: 23.8 kcal per mole
Energy: -22271.3056 eV

Structure (ORCA input):
```
! wB97M-V def2-TZVPD RIJCOSX def2/J DEFGRID3
* xyz 1 1
C 0.3945 -2.7088 0.7530
C -0.7346 0.8101 -0.8837
C 0.6600 2.5835 -0.0511
O -3.3401 -2.3267 0.5204
O -1.5836 -0.0313 0.0399
O -1.0534 -2.7763 0.7736
O -0.6626 2.1732 -0.5496
S -2.1360 -2.2079 -0.1743
H 0.6432 -3.2197 1.7269
H 0.7415 -1.6034 0.5308
H 0.7849 -3.2605 -0.0672
H 0.1406 0.3007 -1.0155
H -2.3683 0.4408 0.3924
H -1.4140 0.7572 -1.8505
H 1.1338 3.2084 -0.7944
H 0.3894 3.0507 0.8165
H 1.1638 1.7280 0.0902
*
```

Löwdin atomic charge list, values in e, 8 entries: -0.024, -0.190, 0.015, -0.264, -0.187, -0.368, -0.113, 1.162



[5]
Entry from the Open Molecules 2025 dataset: a gas-phase ion, C4H13N3 (charge -1) (ωB97M-V/def2-TZVPD).

Frontier orbital gap (alpha / beta): 3.0 / 9.1 eV
Molar mass: 103.17 g/mol
HOMO (alpha / beta): 0.048 / -0.183 Eh
Energy above the lowest of the compared OMol25 structures with the same formula, charge and spin: 8.4 kcal per mole
Energy: -8827.2851 eV
⟨S²⟩: 0.751

Structure (ORCA input):
```
! wB97M-V def2-TZVPD RIJCOSX def2/J DEFGRID3
* xyz -1 2
C -0.2155 1.3359 -0.7176
N -0.0204 0.0806 -0.0240
C -0.1300 -1.1035 -0.8751
C -0.7888 -2.3207 -0.2181
N 0.0357 -2.9462 0.8054
C -0.0563 2.5360 0.2591
N 0.9931 2.3922 1.2746
H -1.2550 1.3666 -1.0397
H 0.4570 1.4903 -1.5699
H 0.9300 0.0319 0.3586
H 0.8687 -1.3762 -1.2445
H -0.6948 -0.8585 -1.7864
H -1.7114 -2.0163 0.2769
H -1.0205 -3.0211 -1.0256
H -0.0165 -2.4334 1.6782
H 0.9951 -3.0373 0.5241
H -1.0114 2.6401 0.7819
H 0.1014 3.4763 -0.2717
H 0.6711 1.7039 1.9486
H 1.8684 2.0594 0.8654
*
```

Löwdin atomic charge list, values in e, 8 entries: -0.337, -0.099, -0.387, -0.346, -0.058, -0.342, -0.076, 0.094



[6]
Entry from the Open Molecules 2025 dataset: 3 unconnected molecules or ions with the total composition C18H29FN2O5 (ωB97M-V/def2-TZVPD).

Frontier orbital gap: 8.8 eV
Molar mass: 372.44 g/mol
HOMO: -0.332 Eh
SMILES: CC(=O)OCCCC[C@@](F)(C#N)[C@@H](O)C#N.C1CCOC1.C1CCOC1
Energy: -35061.2823 eV

Structure (ORCA input):
```
! wB97M-V def2-TZVPD RIJCOSX def2/J DEFGRID3
* xyz 0 1
C 1.5690 -1.9152 1.1623
C 0.6632 -0.7154 0.4647
O -0.0071 -0.9157 -0.6993
O 0.4933 0.6145 1.0910
C 1.7027 1.4555 0.8419
C 1.2142 3.0158 1.1479
C 2.2847 4.1146 0.5351
C 1.5799 5.5038 0.0276
C 1.3105 5.6034 -1.5858
F 0.5899 6.9144 -1.8010
C 2.7624 5.6930 -2.4116
N 3.6846 5.8018 -3.3136
C 0.3283 4.4410 -2.2008
O 0.8806 3.0778 -2.1689
C -1.1729 4.5057 -1.4688
N -2.3467 4.2919 -0.9252
H 1.3755 -2.9091 0.5736
H 1.2237 -2.0305 2.2988
H 2.7149 -1.6189 1.1901
H 2.1233 1.3293 -0.2537
H 2.5458 1.2245 1.6399
H 0.1709 3.1309 0.5833
H 1.0090 3.1350 2.2987
H 3.0028 4.4186 1.4392
H 2.9768 3.5938 -0.2563
H 2.3357 6.3846 0.3037
H 0.5675 5.7372 0.6151
H 0.1402 4.7212 -3.3427
H 1.8783 3.0682 -2.0752
C -2.8308 -2.4259 5.1273
C -2.9008 -3.4700 4.0431
C -1.6401 -3.1921 3.2538
O -0.6756 -2.6726 4.1795
C -1.3456 -2.3605 5.4087
H -3.4221 -2.6717 6.0131
H -3.1802 -1.4623 4.7377
H -2.8499 -4.4707 4.4883
H -3.8067 -3.4122 3.4345
H -1.8114 -2.4296 2.4866
H -1.2413 -4.0891 2.7713
H -1.0492 -3.1104 6.1503
H -1.0281 -1.3757 5.7621
C -0.8890 -2.4133 -4.2557
C -1.5985 -3.7114 -4.5430
C -0.5557 -4.7357 -4.1517
O 0.2263 -4.1527 -3.1002
C -0.0906 -2.7563 -3.0171
H -1.5643 -1.5670 -4.1067
H -0.2107 -2.1703 -5.0822
H -2.4768 -3.8055 -3.8935
H -1.9278 -3.8125 -5.5802
H 0.1181 -4.9558 -4.9865
H -0.9989 -5.6735 -3.8044
H -0.6825 -2.6018 -2.1083
H 0.8310 -2.1732 -2.9367
*
```

Löwdin atomic charge list, values in e, 8 entries: -0.005, -0.262, -0.032, -0.125, -0.179, -0.155, -0.190, -0.130